Formula: C7H10
Source: the OMol25 dataset
Level of theory: the ωB97M-V functional and the def2-TZVPD basis

Output
Gap between HOMO and LUMO: 9.9 eV
HOMO level: -8.79 eV
SMILES: C#C[C@@H]1[C@H](C)[C@@H]1C

```
17
Properties=species:S:1:pos:R:3:mulliken_charge:R:1
C -1.254 -1.325 0.099 -1.452
C -0.355 -0.712 -0.952 0.280
C -0.044 0.731 -0.980 0.071
C -0.448 1.630 0.097 -1.380
C 1.093 -0.418 -0.666 -0.409
C 1.584 -0.428 0.642 -0.592
C 1.774 -0.146 1.794 0.029
H -2.309 -1.140 -0.138 0.351
H -1.099 -2.409 0.140 0.369
H -1.053 -0.931 1.099 0.276
H -0.500 -1.148 -1.937 0.373
H 0.161 1.198 -1.937 0.378
H 0.544 2.175 0.495 0.247
H -1.131 2.440 -0.185 0.362
H -0.820 1.264 1.062 0.268
H 1.820 -0.565 -1.455 0.416
H 2.036 -0.218 2.822 0.411
```

---

Formula: C7H10
Source: the OMol25 dataset
Level of theory: the ωB97M-V functional and the def2-TZVPD basis

Output
Gap between HOMO and LUMO (spin up / spin down): 8.0 / 7.3 eV
HOMO level (spin up / spin down): -7.62 / -7.10 eV

```
17
Properties=species:S:1:pos:R:3:mulliken_charge:R:1
C -1.140 1.253 0.202 -1.395
C -0.888 -0.232 0.138 0.695
C -1.353 -0.888 -1.016 -0.720
C 0.321 -0.786 -0.518 -0.430
C 1.527 0.011 -0.770 -0.379
C 1.826 0.020 0.713 0.063
C 1.200 -0.147 1.839 -0.657
H -2.217 1.447 0.192 0.404
H -0.712 1.700 1.102 0.309
H -0.709 1.781 -0.666 0.321
H 0.086 -0.460 1.797 0.238
H -1.408 -1.971 -1.093 0.278
H -1.911 -0.356 -1.792 0.281
H 0.529 -1.829 -0.294 0.299
H 1.367 1.032 -1.123 0.169
H 2.307 -0.466 -1.368 0.264
H 1.607 0.042 2.829 0.259
```

---

Formula: C7H10
Source: the OMol25 dataset
Level of theory: the ωB97M-V functional and the def2-TZVPD basis

Output
Gap between HOMO and LUMO: 8.5 eV
HOMO level: -7.96 eV
SMILES: C=C/C=C/C=C/C

```
17
Properties=species:S:1:pos:R:3:mulliken_charge:R:1
C 0.798 1.320 -2.229 -0.175
C 1.942 0.658 -2.432 -0.777
C 0.004 -0.205 -0.405 -0.158
C -0.094 0.907 -1.129 -0.224
C -1.153 -0.957 3.141 -1.151
C -0.569 -1.170 1.790 -0.009
C -0.859 -0.399 0.744 -0.393
H 0.425 2.162 -2.791 0.330
H 2.387 0.116 -1.612 0.256
H 2.495 0.749 -3.345 0.265
H 0.754 -0.951 -0.649 0.364
H -0.996 1.487 -0.964 0.241
H -1.464 -1.855 3.678 0.320
H -1.993 -0.261 3.090 0.315
H -0.495 -0.409 3.824 0.271
H 0.287 -1.838 1.720 0.310
H -1.687 0.294 0.889 0.217
```

---

Formula: C7H10
Source: the OMol25 dataset
Level of theory: the ωB97M-V functional and the def2-TZVPD basis

Output
Gap between HOMO and LUMO: 9.8 eV
HOMO level: -8.77 eV
SMILES: C=C1[C@@H]2CC[C@]12C

```
17
Properties=species:S:1:pos:R:3:mulliken_charge:R:1
C -1.143 -0.611 0.077 0.105
C -2.405 -0.889 0.330 -0.885
C 1.339 -1.193 -0.410 -0.428
C 1.398 -0.355 0.851 -0.880
C -0.007 -0.597 -0.862 -0.271
C -0.144 0.510 0.166 0.663
C -0.130 1.971 -0.017 -1.318
H -2.808 -0.385 1.162 0.282
H -2.978 -1.709 -0.194 0.242
H 2.131 -0.916 -1.287 0.207
H 1.512 -2.228 -0.369 0.331
H 1.123 -0.705 1.743 0.372
H 2.240 0.337 1.040 0.314
H -0.007 -0.503 -2.006 0.285
H 0.909 2.303 0.176 0.341
H -0.803 2.682 0.574 0.250
H -0.227 2.286 -0.974 0.390
```

---

Formula: C7H10
Source: the OMol25 dataset
Level of theory: the ωB97M-V functional and the def2-TZVPD basis

Output
Gap between HOMO and LUMO: 10.0 eV
HOMO level: -8.99 eV
SMILES: C=C=C1[C@@H](C)[C@H]1C

```
17
Properties=species:S:1:pos:R:3:mulliken_charge:R:1
C -1.768 -1.154 -0.012 -1.311
C -0.502 -0.667 -0.677 -0.029
C -0.078 0.802 -0.715 -0.014
C -0.882 1.904 -0.063 -1.304
C 0.670 -0.189 0.082 0.269
C 1.792 -0.491 0.635 0.308
C 3.005 -0.828 0.984 -1.032
H -2.628 -1.037 -0.681 0.319
H -1.671 -2.218 0.230 0.369
H -1.976 -0.619 0.918 0.284
H -0.225 -1.244 -1.561 0.338
H 0.443 1.111 -1.622 0.340
H -0.233 2.758 0.156 0.367
H -1.682 2.247 -0.728 0.320
H -1.328 1.577 0.880 0.282
H 3.682 -1.082 0.174 0.234
H 3.381 -0.870 1.999 0.259
```

---

Formula: C7H10
Source: the OMol25 dataset
Level of theory: the ωB97M-V functional and the def2-TZVPD basis

Output
Gap between HOMO and LUMO (spin up / spin down): 7.8 / 7.8 eV
HOMO level (spin up / spin down): -7.93 / -7.93 eV
SMILES: CCC1=C=CCC1

```
17
Properties=species:S:1:pos:R:3:mulliken_charge:R:1
C -1.272 -1.482 -1.388 -1.274
C -1.417 -0.709 -0.081 -0.235
C -0.089 -0.317 0.481 0.469
C 1.354 1.509 0.380 -0.562
C 0.137 0.979 1.238 -0.683
C 1.112 -0.823 0.077 -0.503
C 2.024 0.177 0.085 -0.351
H -0.715 -0.887 -2.119 0.319
H -2.247 -1.731 -1.815 0.391
H -0.707 -2.405 -1.229 0.308
H -2.009 0.206 -0.229 0.309
H -1.978 -1.301 0.657 0.257
H 2.007 2.226 0.896 0.330
H 0.957 2.009 -0.514 0.234
H -0.740 1.639 1.255 0.320
H 0.473 0.833 2.271 0.282
H 3.108 0.075 0.034 0.391
```

---

Formula: C7H10
Source: the OMol25 dataset
Level of theory: the ωB97M-V functional and the def2-TZVPD basis

Output
Gap between HOMO and LUMO: 9.1 eV
HOMO level: -8.03 eV

```
17
Properties=species:S:1:pos:R:3:mulliken_charge:R:1
C -2.034 -0.360 -0.132 -0.666
C -1.379 0.921 -0.592 -0.593
C -0.540 -0.159 -0.009 0.370
C 0.534 -0.970 -0.696 -0.641
C 1.612 -0.620 0.304 -0.193
C 1.713 0.861 0.631 -0.424
C 0.765 -0.005 1.384 -0.786
H -2.398 -1.064 -0.888 0.248
H -2.693 -0.304 0.735 0.255
H -1.283 1.117 -1.659 0.240
H -1.580 1.810 0.004 0.222
H 0.305 -2.040 -0.644 0.300
H 0.717 -0.695 -1.738 0.288
H 2.473 -1.265 0.475 0.368
H 1.320 1.612 -0.050 0.180
H 2.635 1.163 1.136 0.267
H -0.303 -0.093 1.560 0.565
```

---

Formula: C7H10
Source: the OMol25 dataset
Level of theory: the ωB97M-V functional and the def2-TZVPD basis

Output
Gap between HOMO and LUMO: 9.8 eV
HOMO level: -8.65 eV
SMILES: C=CC(=C)/C=C/C

```
17
Properties=species:S:1:pos:R:3:mulliken_charge:R:1
C 0.179 1.567 -0.606 -0.512
C -0.612 2.555 -0.217 -0.596
C -0.871 0.103 -2.204 -0.939
C -0.264 0.221 -1.017 0.616
C -0.074 -0.918 -0.112 -0.327
C 0.705 -0.885 0.966 -0.054
C 0.862 -2.017 1.958 -1.169
H 1.249 1.759 -0.669 0.372
H -0.369 3.591 0.028 0.276
H -1.686 2.551 -0.244 0.277
H -0.983 0.960 -2.855 0.323
H -1.282 -0.857 -2.502 0.270
H -0.670 -1.796 -0.366 0.229
H 1.378 -0.060 1.194 0.327
H -0.007 -2.652 1.720 0.289
H 1.838 -2.490 1.979 0.309
H 0.608 -1.632 2.946 0.309
```

---

Formula: C7H10
Source: the OMol25 dataset
Level of theory: the ωB97M-V functional and the def2-TZVPD basis

Output
⟨S²⟩: 2.015
Spin multiplicity: 3
Gap between HOMO and LUMO (spin up / spin down): 7.6 / 7.3 eV
HOMO level (spin up / spin down): -6.64 / -9.26 eV

```
17
Properties=species:S:1:pos:R:3:lowdin_spin:R:1
C 0.313 0.260 0.998 0.184
C 1.173 1.233 1.105 0.555
C 1.301 0.493 -0.192 0.390
C -0.538 -0.760 0.660 0.577
C 2.531 -0.418 -0.245 0.037
C -1.964 0.864 -0.364 0.004
C -1.850 -0.535 0.179 0.114
H 0.929 0.894 -1.051 0.014
H -0.231 -1.734 1.003 0.026
H 2.917 -0.539 -1.355 0.001
H 2.313 -1.419 0.253 0.013
H 3.481 -0.145 0.134 0.009
H -1.355 0.921 -1.330 0.000
H -1.345 1.619 0.247 0.000
H -2.918 1.160 -0.580 0.000
H -2.166 -1.252 -0.583 0.014
H -2.594 -0.641 1.122 0.063
```

---

Formula: C7H10
Source: the OMol25 dataset
Level of theory: the ωB97M-V functional and the def2-TZVPD basis

Output
⟨S²⟩: 0.775
Spin multiplicity: 2
Gap between HOMO and LUMO (spin up / spin down): 9.0 / 6.9 eV
HOMO level (spin up / spin down): -14.41 / -14.48 eV
Charge: +1

```
17
Properties=species:S:1:pos:R:3:lowdin_spin:R:1
C -0.642 1.518 0.583 0.037
C -1.699 2.160 0.090 0.001
C -0.203 -0.900 0.916 0.327
C -0.133 0.222 0.089 0.195
C 0.795 0.304 -1.001 0.055
C 1.796 -0.526 -1.369 0.229
C 0.033 -2.330 0.647 0.064
H -0.008 2.051 1.289 0.013
H -2.363 1.769 -0.669 0.000
H -1.882 3.160 0.459 -0.001
H -0.284 -0.585 1.960 0.013
H 0.510 1.071 -1.725 0.010
H 2.245 -0.479 -2.348 0.011
H 2.187 -1.238 -0.649 0.009
H 1.025 -2.596 1.039 0.025
H -0.707 -2.861 1.243 0.014
H 0.015 -2.562 -0.413 0.000
```

---

Number 1: E -7418.047 eV, largest force on an atom 4.4 eV Å⁻¹. Number 2: E -7414.306 eV, largest force on an atom 1.9 eV Å⁻¹. Number 3: E -7419.025 eV, largest force on an atom 1.4 eV Å⁻¹. Number 4: E -7416.255 eV, largest force on an atom 5.4 eV Å⁻¹. Number 5: E -7418.257 eV, largest force on an atom 0.4 eV Å⁻¹. Number 6: E -7417.439 eV, largest force on an atom 0.2 eV Å⁻¹. Number 7: E -7415.388 eV, largest force on an atom 1.8 eV Å⁻¹. Number 8: E -7419.042 eV, largest force on an atom 2.1 eV Å⁻¹. Number 9: E -7412.785 eV, largest force on an atom 5.4 eV Å⁻¹. Number 10: E -7410.497 eV, largest force on an atom 2.2 eV Å⁻¹.